# C13H28BN2O10S

A cluster of 2 separate species, C13H28BN2O10S in total (the ωB97M-V functional and the def2-TZVPD basis, the OMol25 dataset).

Summary:
**HOMO energy**: -4.363 eV
**Net charge**: -1
**E_LUMO**: 2.240 eV
**Largest force on an atom**: 0.0144 Eh/bohr

The geometry in XYZ format:
```
55
C13H28BN2O10S the ωB97M-V functional and the def2-TZVPD basis
C 1.222 -1.095 1.923
C 1.254 0.397 2.191
O 0.349 1.008 1.298
C 0.569 2.391 1.005
N 0.521 2.702 -0.374
C -0.791 2.992 -0.929
C -1.907 2.050 -0.450
C -3.236 2.508 -0.994
O -3.895 3.426 -0.571
O -3.677 1.824 -2.093
C 1.513 2.130 -1.308
C 2.080 3.262 -2.205
N 1.238 3.583 -3.349
C 1.424 4.929 -3.876
B 2.800 1.564 -0.568
O 3.230 0.282 -0.714
O 3.578 2.388 0.271
C 0.988 0.986 -2.275
O 0.023 0.310 -1.892
O 1.649 0.897 -3.335
H 1.810 -1.620 2.681
H 1.664 -1.289 0.947
H 0.199 -1.463 1.957
H 0.969 0.606 3.233
H 2.267 0.785 2.028
H 1.520 2.698 1.449
H -0.216 2.969 1.508
H -1.094 4.022 -0.697
H -0.726 2.931 -2.012
H -1.664 1.045 -0.790
H -2.000 2.046 0.637
H -3.184 0.998 -2.159
H 3.090 2.961 -2.538
H 2.189 4.161 -1.589
H 1.446 2.900 -4.065
H 1.616 4.905 -4.951
H 2.277 5.444 -3.416
H 0.539 5.550 -3.703
H 4.101 0.176 -0.318
H 3.772 3.219 -0.171
O -0.442 -6.266 3.300
S -0.681 -5.451 2.143
O -0.609 -4.030 2.255
O -2.082 -5.868 1.516
C -3.222 -5.891 2.406
C -3.772 -4.507 2.676
C 0.331 -5.974 0.807
H -2.940 -6.404 3.327
H -3.952 -6.509 1.887
H -3.076 -3.909 3.261
H -4.709 -4.591 3.229
H -3.960 -3.981 1.740
H 0.238 -7.051 0.693
H 1.351 -5.699 1.066
H 0.016 -5.448 -0.090
```

Mulliken population analysis, charges in e, atoms 1 to 8:
1. C -1.121
2. C -0.182
3. O -0.164
4. C -1.323
5. N 0.359
6. C -1.075
7. C -0.087
8. C 0.414